One molecule with the formula C23H23F3N4O3S, computed with ωB97M-V/def2-TZVPD.

```
57
Properties=species:S:1:pos:R:3:forces:R:3:nbo_charge:R:1
C 0.92822 -2.93769 -0.16410 -0.05 -0.21 0.07 -0.374
C 0.86163 -0.32345 -1.03603 0.39 -0.24 0.17 -0.143
C 4.78933 -4.19895 1.30691 -0.39 0.19 -0.17 -0.618
C 3.24696 -0.02860 -0.46270 0.87 0.52 0.08 0.054
N 3.24275 1.20212 -0.79551 -0.65 -0.42 -0.22 -0.239
C 2.08434 -2.18090 -0.09888 -0.34 0.45 -0.22 0.433
N 4.37419 1.91628 -0.67402 1.07 -0.62 0.33 -0.442
C -3.54548 1.67246 -0.37664 -0.03 -0.05 0.21 -0.246
H 5.02655 -3.50771 2.11112 0.05 0.03 0.09 0.214
H -3.48712 1.07718 3.41877 0.02 -0.02 0.11 0.222
C 3.11647 3.89634 -1.29809 0.07 0.08 0.02 -0.537
H -5.53607 0.56412 2.13263 -0.07 -0.05 0.04 0.232
H 5.23334 1.46071 -0.35200 -0.27 0.26 -0.09 0.376
C -2.59591 -2.82930 -1.04936 -0.46 0.21 0.06 -0.062
H -2.55280 -2.22784 -1.96445 0.03 -0.10 0.03 0.172
S 0.54084 3.01060 1.64524 0.00 -0.01 -0.69 0.361
C 3.36178 -3.97588 0.83272 0.14 -0.37 0.16 -0.064
H -1.44438 2.52597 -1.36369 0.08 0.02 0.16 0.414
H 5.48389 -4.03092 0.48834 0.09 -0.02 -0.06 0.214
N -1.31604 2.46534 -0.36079 -0.18 0.03 -0.68 -0.601
H 0.90261 -3.96654 0.15445 0.04 -0.11 0.05 0.229
O 5.46108 3.87199 -0.71309 0.15 0.14 0.03 -0.597
C -3.29747 -2.06721 0.06997 0.32 -0.21 -0.22 -0.639
C -4.66025 0.95445 1.64097 -0.02 0.01 -0.13 -0.219
C 4.42604 3.26331 -0.87116 -0.27 0.13 -0.16 0.682
O 3.26853 -2.64000 0.37260 0.08 0.19 -0.05 -0.521
H -2.74747 -1.16609 0.33145 -0.01 0.12 0.04 0.214
H -1.19787 -0.63201 -1.47109 -0.12 0.03 -0.03 0.209
H 3.26411 4.97748 -1.33822 0.08 -0.13 -0.05 0.251
H -3.36986 -2.69408 0.95492 -0.03 -0.06 0.09 0.215
H -3.57113 1.83205 -1.44479 0.01 0.02 -0.12 0.223
F -6.73155 0.02774 0.05563 0.04 -0.09 0.27 -0.321
H 4.15030 -0.51804 -0.08613 0.01 0.13 -0.02 0.174
H 0.86739 0.69622 -1.38547 -0.04 0.14 -0.05 0.236
H 2.85475 3.53450 -2.29334 0.02 0.04 0.00 0.257
H -4.29845 -1.79289 -0.24919 -0.14 0.06 -0.02 0.217
C -5.88437 0.87255 -0.54856 -0.30 -0.01 -0.24 0.972
H -3.14125 -3.75102 -1.26937 0.07 0.15 -0.06 0.194
C 2.04673 3.53249 0.97923 -0.19 0.10 -0.20 -0.473
H -1.50419 1.94907 2.30921 0.01 -0.04 0.10 0.222
C -0.06402 2.85625 0.00495 0.42 0.14 0.92 0.255
F -6.59274 1.98181 -0.83177 0.07 0.17 0.08 -0.323
C 1.99392 3.54280 -0.37767 0.00 0.25 0.81 0.186
H 2.65667 -4.13804 1.65882 0.02 0.02 -0.14 0.175
C -3.50901 1.24388 2.35337 -0.17 -0.04 -0.06 -0.177
H 4.90353 -5.21704 1.66733 0.03 -0.10 0.04 0.216
C -4.66050 1.16873 0.26919 0.07 0.01 0.05 -0.121
C -2.38597 1.97002 0.34700 -0.45 -0.20 0.29 0.249
C -0.26511 -2.39897 -0.65185 0.30 0.10 0.04 0.335
N 0.79642 3.17379 -0.90449 -0.37 -0.07 -0.63 -0.505
H 2.86465 3.77970 1.62359 0.25 0.04 0.13 0.245
F -5.58151 0.31461 -1.73671 0.23 -0.03 -0.09 -0.328
O -1.30437 -3.26885 -0.67397 0.31 -0.08 0.09 -0.491
C -0.29364 -1.07540 -1.08638 -0.40 -0.22 -0.06 -0.303
H 3.11782 -4.67078 0.01820 -0.05 0.10 0.09 0.175
C 2.05757 -0.83837 -0.54223 -0.55 -0.48 -0.03 -0.211
C -2.38389 1.74204 1.72510 0.18 0.10 -0.17 -0.268
```
Positions in Å, forces in eV/Å.

Orbital gap in eV: 8.33
LUMO energy in Eh: 0.0180
SMILES: CCOc1ccc(/C=N/NC(=O)Cc2csc(Nc3cccc(C(F)(F)F)c3)n2)c(OCC)c1
Energy above the lowest of the compared OMol25 structures with the same formula, charge and spin in kJ/mol: 70.7
HOMO level in eV: -7.8434
Total charge: 0

A 2-piece molecular cluster, C5H7NO overall, computed with ωB97M-V/def2-TZVPD.

```
14
Properties=species:S:1:pos:R:3:forces:R:3:nbo_charge:R:1
C 0.71309 1.49926 0.49669 -0.55 1.31 -0.39 0.528
H -2.21760 -1.77793 -0.14164 0.03 -0.57 0.18 0.214
H 0.55181 0.36445 2.46626 -0.58 -0.47 0.46 0.182
C 0.02735 -0.48344 -2.08036 3.09 0.07 0.76 -0.522
H 0.94762 -0.54189 -1.41966 -0.66 0.02 -1.22 0.258
H 0.17844 -0.14541 -3.07917 -0.52 -0.11 -0.59 0.232
N 1.26028 0.22434 0.60128 0.05 -1.12 0.24 -0.517
C -1.75568 -0.82465 -0.32859 -2.15 -1.29 0.89 -0.529
O -0.10148 2.00024 1.23419 0.31 -0.09 -0.54 -0.540
C 0.99353 -0.28898 1.72494 1.37 0.57 0.50 0.048
H 1.14149 1.98383 -0.37875 -0.13 0.66 -0.18 0.122
H -2.24962 -0.06624 0.25603 0.51 0.73 -0.15 0.233
C -0.97027 -0.73814 -1.33244 -0.48 1.09 -0.13 0.111
H 1.48104 -1.20545 1.98122 -0.29 -0.79 0.17 0.179
```
Positions in Å, forces in eV/Å.

Orbital gap in eV: 9.46
LUMO energy in Eh: -0.0106
SMILES: C=NC=O.C=C=C
Energy above the lowest of the compared OMol25 structures with the same formula, charge and spin in kJ/mol: 376.6
HOMO level in eV: -9.7543
Total charge: 0

One molecule with the formula C5H12O2, computed with ωB97M-V/def2-TZVPD.

```
19
Properties=species:S:1:pos:R:3:forces:R:3:nbo_charge:R:1
O 1.36216 -1.27820 -0.52694 0.01 -0.06 -0.09 -0.533
H 3.24969 -0.64659 -0.33692 -0.11 0.10 0.06 0.184
H -3.53976 0.16914 -0.13663 0.15 0.05 0.07 0.164
H -0.14833 -2.47418 0.01672 -0.04 0.12 0.05 0.186
C -2.78477 0.79510 0.36568 -0.25 0.18 -0.04 -0.247
C 2.26919 -0.37155 0.06605 0.20 0.11 0.08 -0.057
C -0.99344 -0.51382 -0.38969 0.15 -0.14 -0.24 -0.093
H -3.21307 1.19109 1.28937 0.04 -0.03 -0.15 0.194
H -1.71275 -1.08935 -0.99453 0.07 0.07 0.10 0.163
H -2.53480 1.63372 -0.30321 0.00 -0.12 0.10 0.164
O -1.64582 0.05596 0.72095 0.01 -0.01 0.10 -0.540
H 2.72963 1.74120 0.16488 -0.08 -0.09 -0.04 0.213
C 1.95628 1.08444 -0.24682 -0.04 0.03 -0.05 -0.644
H 2.30252 -0.52900 1.15687 -0.04 -0.01 -0.17 0.160
H 1.91729 1.22731 -1.33180 0.01 0.03 0.15 0.210
H 0.99389 1.38527 0.17907 0.13 -0.02 -0.01 0.208
H 0.23546 -1.22359 1.21346 0.00 0.00 -0.14 0.181
C 0.12893 -1.42266 0.13678 -0.18 -0.10 0.12 -0.086
H -0.57229 0.26572 -1.04328 -0.03 -0.11 0.11 0.172
```
Positions in Å, forces in eV/Å.

Orbital gap in eV: 10.84
LUMO energy in Eh: 0.0396
SMILES: CCOCCOC
Energy above the lowest of the compared OMol25 structures with the same formula, charge and spin in kJ/mol: 167.2
HOMO level in eV: -9.7625
Total charge: 0

Q: Which value of HOMO level does entry 1 give?
A: -7.8434 eV